Below is a cluster of 5 separate species, C2H14O4S2 in total, with properties calculated with ωB97M-V with the def2-TZVPD basis set.

CARTESIAN COORDINATES (ANGSTROEM)
C1 0.7847 -0.0385 2.5889
C2 -0.2007 -1.1737 2.4286
S1 0.5134 -2.4997 1.3701
S2 -1.0738 -2.9812 0.1605
H1 0.8841 0.5168 1.6638
H2 1.7539 -0.4127 2.9252
H3 0.5267 0.6593 3.3815
H4 -1.1856 -0.9623 2.0251
H5 -0.3434 -1.6684 3.3925
H6 -0.8718 -2.1895 -0.9147
O1 1.0179 -0.3596 -1.8568
H7 0.3248 0.2915 -1.6311
H8 1.0203 -0.3114 -2.8196
O2 -0.7728 1.7638 -2.3989
H9 -0.6686 2.7195 -2.4337
H10 -1.7032 1.6210 -2.1265
O3 -3.0777 0.9301 -1.2201
H11 -2.7439 1.1832 -0.3544
H12 -3.2957 -0.0093 -1.2433
O4 3.0742 1.3568 -0.9357
H13 3.2040 0.8498 -1.7396
H14 2.8332 0.7144 -0.2619

Properties
Energy above the lowest of the compared OMol25 structures with the same formula, charge and spin: 34.9 kJ/mol
Gap between HOMO and LUMO: 9.1965 eV
E_HOMO: -9.0595 eV
E_LUMO: 0.14 eV
SMILES: CCSS.O.O.O.O
Largest force on an atom: 0.0232 Eh/bohr
Energy: -1181.920698 Ha